Record 1
Entry from the Open Molecules 2025 dataset: a structure of composition C6H18AsIO3P (ωB97M-V/def2-TZVPD).

Last column: Mulliken charge in e.
Geometry (Å):
O1 -2.671 3.870 -0.686  -0.570
C1 -2.938 2.532 -1.175  -0.518
C2 -3.113 1.572 -0.019  0.131
C3 -3.434 0.123 -0.361  -1.200
As1 -2.179 -0.949 -1.572  -0.724
P1 -0.073 -0.395 -0.400  0.041
O2 0.208 1.247 -0.705  -0.497
I1 -0.498 -0.383 2.055  -0.275
H1 -1.737 3.891 -0.475  0.304
H2 -3.855 2.619 -1.761  0.311
H3 -2.115 2.233 -1.816  0.254
H4 -2.222 1.634 0.609  -0.011
H5 -3.935 1.983 0.582  0.268
H6 -3.453 -0.444 0.574  0.328
H7 -4.433 0.032 -0.799  0.465
H8 -1.944 0.298 -2.550  0.082
H9 -1.122 -1.772 -2.448  0.166
H10 -2.297 -2.212 -0.587  0.094
H11 -3.363 -1.475 -2.483  0.117
H12 0.647 1.257 -1.558  0.304
C4 3.281 -1.043 1.714  -0.631
C5 4.261 -2.054 1.176  0.741
O3 3.943 -2.978 0.469  -0.547
C6 5.711 -1.853 1.584  -1.080
H13 2.263 -1.229 1.378  -0.127
H14 3.305 -1.064 2.806  0.334
H15 3.570 -0.042 1.387  0.335
H16 5.802 -1.884 2.671  0.299
H17 6.064 -0.878 1.244  0.304
H18 6.326 -2.635 1.145  0.303

Summary:
Spin multiplicity: 1
Net charge: -1



Record 2
Entry from the Open Molecules 2025 dataset: a structure of composition C39H51N7S2W (ωB97M-V/def2-TZVPD).

Last column: Mulliken charge in e.
Geometry (Å):
W1 -0.362 -1.353 -0.635  0.063
C1 1.978 0.908 -3.449  -1.689
C2 1.098 1.912 -2.761  0.802
C3 1.478 3.254 -2.778  -0.987
C4 0.690 4.232 -2.197  -1.346
C5 -0.487 3.884 -1.549  -0.527
C6 -0.903 2.558 -1.493  0.876
C7 -2.212 2.211 -0.853  -1.147
C8 -0.101 1.594 -2.115  -0.477
N1 -0.573 0.217 -2.190  0.701
C9 -1.057 -0.137 -3.348  1.752
C10 -1.313 0.740 -4.514  -2.161
C11 -1.287 -1.604 -3.476  0.634
C12 -1.654 -2.269 -4.741  -2.070
N2 -1.037 -2.187 -2.353  0.697
C13 -0.805 -3.539 -1.968  0.395
C14 -1.827 -4.489 -1.817  0.449
C15 -3.266 -4.180 -2.096  -1.695
C16 -1.427 -5.760 -1.420  -0.817
C17 -0.088 -6.065 -1.195  -1.072
C18 0.907 -5.107 -1.348  -1.056
C19 0.567 -3.824 -1.741  0.926
C20 1.615 -2.773 -2.014  -1.023
H1 3.011 1.015 -3.119  0.520
H2 1.983 1.072 -4.528  0.364
H3 1.681 -0.126 -3.267  0.028
H4 2.394 3.531 -3.285  0.561
H5 0.985 5.270 -2.259  0.549
H6 -1.108 4.652 -1.107  0.614
H7 -2.524 2.995 -0.162  0.547
H8 -2.143 1.279 -0.283  -0.363
H9 -3.005 2.111 -1.599  0.424
H10 -1.356 1.790 -4.234  0.392
H11 -2.237 0.444 -5.013  0.625
H12 -0.510 0.619 -5.249  0.403
H13 -0.995 -1.935 -5.547  0.473
H14 -2.666 -1.976 -5.039  0.454
H15 -1.609 -3.352 -4.653  0.389
H16 -3.446 -3.116 -2.254  0.200
H17 -3.898 -4.525 -1.278  0.492
H18 -3.602 -4.709 -2.990  0.459
H19 -2.173 -6.537 -1.311  0.626
H20 0.183 -7.073 -0.911  0.515
H21 1.944 -5.367 -1.180  0.547
H22 2.609 -3.137 -1.756  0.748
H23 1.557 -1.818 -1.402  0.404
H24 1.614 -2.454 -3.059  0.435
N3 -1.222 -3.770 2.684  0.103
C21 0.134 -4.082 2.746  0.657
C22 0.845 -4.920 3.597  -1.225
C23 2.208 -4.982 3.386  -0.650
C24 2.836 -4.233 2.377  -1.027
C25 2.124 -3.404 1.532  -0.548
C26 0.746 -3.346 1.725  -0.136
N4 -0.249 -2.620 1.063  1.375
C27 -1.399 -2.907 1.687  -0.073
C28 -2.603 -2.270 1.193  -0.731
C29 -3.912 -2.363 1.549  -0.176
S1 -4.875 -1.384 0.531  -0.012
C30 -3.504 -0.898 -0.320  -0.456
N5 -2.367 -1.416 0.119  1.641
H25 -1.934 -4.126 3.308  0.281
H26 0.367 -5.485 4.385  0.524
H27 2.812 -5.615 4.021  0.486
H28 3.909 -4.305 2.270  0.502
H29 2.628 -2.810 0.781  0.481
H30 -4.359 -2.941 2.341  0.520
H31 -3.555 -0.201 -1.142  0.228
C31 4.568 5.570 3.516  -1.345
C32 3.580 5.452 2.368  -0.488
C33 3.280 3.994 2.016  -0.238
C34 2.311 3.899 0.840  -1.456
N6 2.039 2.510 0.432  0.368
C35 1.174 1.714 1.016  -0.205
S2 1.224 0.001 0.538  -0.464
N7 0.422 2.094 2.023  0.476
C36 -0.544 1.282 2.769  0.110
C37 -1.204 2.101 3.871  -1.251
C38 -2.225 3.151 3.424  -0.369
C39 -1.654 4.348 2.668  -0.714
H32 4.723 6.612 3.786  0.393
H33 5.538 5.149 3.244  0.345
H34 4.207 5.046 4.403  0.337
H35 3.979 5.959 1.484  0.326
H36 2.647 5.964 2.625  0.398
H37 2.865 3.483 2.892  0.322
H38 4.207 3.474 1.762  0.387
H39 2.709 4.402 -0.040  0.705
H40 1.352 4.379 1.058  0.119
H41 2.637 2.101 -0.270  0.385
H42 0.595 3.021 2.396  0.212
H43 -0.012 0.432 3.205  0.356
H44 -1.291 0.904 2.063  -0.224
H45 -0.425 2.570 4.481  0.445
H46 -1.691 1.383 4.534  0.435
H47 -2.715 3.526 4.324  0.385
H48 -3.014 2.669 2.837  0.229
H49 -0.896 4.859 3.266  0.379
H50 -2.431 5.080 2.459  0.407
H51 -1.203 4.073 1.709  -0.163

Summary:
Spin multiplicity: 3
Net charge: +4



Record 3
Entry from the Open Molecules 2025 dataset: a cluster of 8 separate species, C29H52F9NO18S4 in total (ωB97M-V/def2-TZVPD).

Last column: Mulliken charge in e.
Geometry (Å):
C1 8.168 11.965 9.158  -1.748
C2 9.194 12.945 9.580  1.094
O1 9.235 13.079 11.078  -0.392
C3 10.132 13.894 11.576  0.537
O2 10.884 14.613 11.026  0.217
C4 10.074 13.935 13.124  0.106
F1 9.093 14.790 13.532  -0.339
F2 9.841 12.760 13.657  -0.141
F3 11.245 14.354 13.586  -0.048
H1 8.226 11.960 8.044  0.372
H2 7.121 12.223 9.338  0.404
H3 8.315 10.957 9.603  0.291
H4 9.072 13.935 9.141  0.185
H5 10.162 12.606 9.251  -0.434
C5 8.647 9.743 13.218  -1.495
C6 9.950 9.904 12.468  0.120
O3 11.105 10.062 13.329  -0.343
C7 12.034 10.986 13.112  0.115
O4 12.149 11.781 12.247  -0.011
C8 13.010 11.045 14.402  0.641
F4 14.019 10.182 14.195  -0.255
F5 13.600 12.313 14.365  -0.153
F6 12.334 10.803 15.467  -0.208
H6 8.872 9.255 14.176  0.358
H7 8.072 9.175 12.516  0.434
H8 8.048 10.598 13.555  0.301
H9 9.900 10.672 11.800  -0.021
H10 10.155 8.981 11.931  0.550
C9 11.720 16.462 16.246  -1.041
C10 12.228 17.838 15.883  0.257
O5 11.141 18.801 16.032  -0.347
C11 10.954 19.678 15.089  0.482
O6 11.626 19.815 14.161  -0.533
C12 9.737 20.558 15.513  0.836
F7 9.196 21.146 14.498  -0.242
F8 8.706 19.846 16.050  -0.255
F9 10.161 21.508 16.357  -0.251
H11 12.656 15.883 16.279  0.298
H12 11.028 16.147 15.479  0.108
H13 11.247 16.368 17.149  0.435
H14 12.558 17.941 14.869  -0.054
H15 13.098 18.036 16.533  0.290
C13 15.952 20.411 13.473  -1.116
C14 16.327 19.060 12.858  -0.263
O7 15.480 18.018 13.471  -0.147
S1 15.977 16.818 14.406  1.084
C15 15.768 15.526 13.259  -0.694
O8 17.404 17.008 14.780  -0.681
O9 15.032 16.667 15.501  -0.577
H16 16.651 21.160 13.085  0.426
H17 16.003 20.288 14.574  0.323
H18 14.933 20.726 13.258  0.134
H19 16.252 19.057 11.797  0.307
H20 17.400 18.844 13.046  0.429
H21 14.791 15.576 12.863  0.014
H22 15.932 14.586 13.764  0.522
H23 16.470 15.690 12.387  0.263
C16 15.423 11.824 11.160  -0.931
C17 14.729 10.555 10.825  -0.303
O10 13.931 10.936 9.695  0.053
S2 12.767 10.088 9.161  1.086
C18 13.531 8.731 8.338  -1.172
O11 11.916 9.595 10.196  -0.586
O12 12.079 10.848 8.098  -0.677
H24 16.123 11.992 10.314  0.430
H25 15.948 11.567 12.110  0.424
H26 14.811 12.720 11.305  -0.035
H27 15.407 9.721 10.558  0.325
H28 14.004 10.207 11.537  0.324
H29 12.758 7.995 8.029  0.358
H30 14.246 8.312 9.033  0.365
H31 13.888 9.246 7.416  0.365
C19 11.912 17.854 11.529  -0.441
C20 12.459 17.600 10.089  0.716
O13 13.515 18.540 9.779  -0.347
S3 13.278 19.987 9.193  1.284
C21 13.425 21.087 10.548  -0.747
O14 14.397 20.142 8.332  -0.682
O15 11.944 20.102 8.686  -0.659
H32 11.224 18.744 11.492  0.204
H33 12.795 18.165 12.113  0.002
H34 11.486 16.936 11.909  0.060
H35 12.976 16.612 9.952  -0.762
H36 11.664 17.629 9.370  0.558
H37 13.257 22.127 10.269  0.480
H38 14.404 20.803 10.978  0.107
H39 12.651 20.901 11.254  0.171
C22 12.427 14.743 7.213  -1.365
C23 13.076 13.934 8.324  0.401
O16 13.988 14.895 9.085  -0.465
S4 15.425 15.195 8.399  1.223
C24 15.196 16.840 7.667  -0.313
O17 16.408 15.381 9.428  -0.629
O18 15.625 14.178 7.396  -0.678
H40 11.767 14.036 6.699  0.438
H41 13.159 15.102 6.498  0.409
H42 11.880 15.609 7.563  0.189
H43 12.297 13.630 9.030  -0.312
H44 13.624 13.110 7.940  0.498
H45 16.183 17.229 7.387  0.456
H46 14.777 17.628 8.332  -0.314
H47 14.595 16.751 6.764  0.290
C25 7.633 17.795 8.334  -0.218
C26 8.134 17.416 9.549  -0.590
C27 7.805 16.137 9.880  -0.306
N1 7.138 15.230 9.093  -0.336
C28 6.713 15.684 7.897  -0.218
C29 6.933 16.998 7.523  -0.647
H48 7.835 18.784 8.002  0.413
H49 8.692 18.138 10.129  0.496
H50 8.201 15.697 10.796  0.597
H51 6.159 14.981 7.347  0.457
H52 6.703 17.324 6.556  0.410

Summary:
Spin multiplicity: 1
SMILES: CCOC(=O)C(F)(F)F.CCOC(=O)C(F)(F)F.CCOC(=O)C(F)(F)F.CCOS(C)(=O)=O.CCOS(C)(=O)=O.CCOS(C)(=O)=O.CCOS(C)(=O)=O.c1ccncc1
Relative energy (zero: lowest compared OMol25 entry of this formula, charge and spin) (kJ/mol): 0.00
Net charge: 0



For the records above, the corresponding largest force on an atom values read 1.073; 1.001; 4.679 eV Å⁻¹.
For the records above, the corresponding E values read -90882.01642; -75162.83490; -137057.11366 eV.